80
Properties=species:S:1:pos:R:3:forces:R:3 method="wB97M-V/def2-TZVPD" homo_lumo_gap_ev="6.2304 / 7.5800" e_above_lowest_kj_mol=119.0 spin_multiplicity=3
C 4.3469 -0.1965 -2.3436 -0.003 -0.003 -0.004
H 4.4927 0.6993 -4.2891 -0.005 0.003 -0.001
C -4.5756 4.5428 -1.0695 0.011 0.007 0.006
H -2.4269 7.1769 -1.1315 0.006 -0.001 0.002
Ti -0.8443 0.4141 0.9950 0.299 0.130 0.479
H 3.9395 -3.0622 3.4497 0.000 0.012 -0.002
H 0.3318 -2.3762 -3.1800 0.006 0.003 0.036
C 3.4621 -3.3229 2.5129 -0.047 0.019 -0.052
H 0.5461 -0.4466 6.7553 -0.004 -0.006 -0.001
N -0.1807 -0.1117 2.9773 -0.153 0.142 -0.198
H -0.6784 -2.1086 2.9903 -0.006 -0.020 0.026
C -2.1983 0.2581 -1.5138 0.012 -0.268 -0.192
C -2.1724 1.5222 -3.5309 -0.083 -0.042 -0.054
H -4.1480 2.6652 -0.1170 0.000 0.000 -0.008
C 0.4911 0.8655 5.0838 0.100 -0.047 -0.025
C -4.0817 5.8156 -1.3448 -0.017 0.014 -0.018
C 1.6247 -0.3324 -2.8119 -0.101 0.176 0.064
H 3.1916 -0.8214 3.3677 0.014 0.013 -0.004
N 0.1374 2.1259 1.6603 -0.473 -0.051 0.010
H -5.5623 4.2506 -1.4021 -0.002 0.006 -0.003
C 2.9034 -0.9653 2.3267 -0.099 -0.029 0.002
C -2.8665 -0.7514 -0.5582 0.148 0.014 -0.330
H -0.8028 -3.2286 0.8695 0.008 0.024 -0.010
C -1.2559 -3.7677 -2.9095 0.020 0.027 -0.015
C -1.7003 3.0118 0.8041 -0.076 0.052 -0.109
H -3.6770 0.0398 -3.0194 -0.003 0.006 0.003
C 3.8330 0.2773 -3.5421 0.018 -0.004 0.012
O -2.2598 1.8688 1.0955 0.438 -0.267 -0.059
C 3.5656 -4.6097 2.0195 0.001 -0.020 0.008
H -4.6867 6.5234 -1.8981 -0.006 -0.006 0.001
H 0.8088 1.7390 5.6373 -0.015 0.017 -0.018
C -1.0202 2.1546 -3.0919 0.086 -0.016 0.121
C 3.5060 -0.7445 -1.3877 0.015 -0.104 -0.115
H 3.9317 -1.1119 -0.4652 -0.021 -0.021 0.020
H 4.1059 -5.3611 2.5803 0.000 -0.010 -0.012
C -0.9131 -3.3812 -0.1977 -0.064 0.012 0.013
C -2.0226 5.2975 -0.2097 0.028 -0.009 -0.007
H 0.3516 3.1567 3.4862 0.017 -0.010 0.016
C 2.1303 -0.8297 -1.6105 0.108 -0.049 0.021
C -0.4789 1.7698 -1.8774 -0.059 0.034 -0.119
N -1.0484 0.8289 -1.1243 -0.246 -0.028 0.167
H 2.0493 0.5851 -4.6964 0.001 0.005 -0.003
H 0.5595 -0.3246 -2.9998 0.034 -0.100 -0.002
H -1.3796 -3.9129 -3.9751 -0.006 -0.007 0.003
O -0.7972 5.7106 0.1585 0.028 -0.029 0.001
H -0.2058 -2.4369 5.3967 0.011 0.006 0.016
C -2.5151 4.0144 0.0853 0.053 0.049 -0.023
H 5.4102 -0.1429 -2.1485 -0.001 0.001 -0.003
N -0.4457 3.2753 1.0581 0.088 -0.003 0.217
O 3.0073 1.2237 2.1924 0.051 -0.029 -0.033
H 0.4267 2.2174 -1.4887 -0.011 0.011 0.016
C 0.2892 2.1964 2.9847 0.071 0.010 -0.044
C -2.8226 6.1921 -0.9211 0.003 -0.025 0.010
O -3.8673 -1.3130 -0.9399 -0.065 -0.052 0.065
C 2.7760 -2.3323 1.8056 0.169 -0.026 -0.006
C -2.7678 0.5515 -2.7388 -0.036 0.114 0.051
H 2.6086 1.8782 1.6030 -0.034 0.004 0.033
C 2.2756 -3.9570 0.1050 -0.093 -0.014 0.068
P 1.0434 -1.4834 -0.2937 -0.336 0.173 0.108
H -2.4882 -4.7990 0.0621 -0.001 0.001 -0.002
H -2.8072 -5.1458 -2.3713 -0.004 0.001 -0.003
C -3.7902 3.6579 -0.3570 -0.006 -0.010 0.049
C 2.1245 -2.6636 0.6055 0.147 0.098 0.048
H 3.0865 -5.9147 0.3799 0.010 -0.004 0.011
C -0.0667 -1.4671 4.9423 0.004 0.025 -0.022
N 2.7499 0.0269 1.5535 -0.041 0.020 0.013
C -0.3264 -1.2917 3.6097 0.088 0.010 -0.046
C 2.4681 0.2102 -3.7711 -0.004 -0.001 0.008
C 0.3490 -0.3461 5.6958 -0.002 -0.051 0.014
H -0.3422 4.9464 0.5925 -0.033 0.021 -0.012
H -2.6167 1.7928 -4.4802 0.015 0.010 -0.001
C 2.9919 -4.9199 0.7950 0.013 -0.027 0.015
C -2.0480 -4.4628 -2.0140 -0.003 0.001 0.016
C 0.2318 0.9827 3.6994 0.054 0.079 0.104
H -0.5392 2.9334 -3.6662 -0.023 -0.004 -0.028
O -2.2529 -0.9212 0.5736 -0.096 0.172 -0.178
H 1.8024 -4.2241 -0.8309 0.002 0.008 0.013
C -0.1114 -2.6645 -1.0896 0.009 -0.042 -0.070
C -1.8679 -4.2712 -0.6498 0.000 -0.016 -0.006
C -0.2917 -2.8747 -2.4520 0.094 -0.072 -0.045